{"formula": "C24H59B3O12", "method": "ωB97M-V with the def2-TZVPD basis set", "symbols": ["C", "O", "C", "C", "C", "C", "C", "C", "C", "B", "O", "B", "O", "B", "O", "H", "H", "H", "H", "H", "H", "H", "H", "H", "H", "H", "H", "H", "H", "H", "H", "H", "H", "H", "C", "O", "C", "C", "O", "C", "H", "H", "H", "H", "H", "H", "H", "H", "H", "H", "C", "O", "C", "C", "O", "C", "H", "H", "H", "H", "H", "H", "H", "H", "H", "H", "C", "O", "C", "C", "O", "C", "H", "H", "H", "H", "H", "H", "H", "H", "H", "H", "C", "O", "C", "C", "O", "C", "H", "H", "H", "H", "H", "H", "H", "H", "H", "H"], "coordinates": [[3.46619, -2.85259, -2.13632], [4.51286, -1.99286, -2.53270], [4.09403, -0.95666, -3.41634], [5.14513, 0.15374, -3.41411], [4.62724, 1.57107, -3.13531], [3.58379, 1.67087, -2.01904], [2.14530, 1.73457, -2.57333], [1.19145, 1.01899, -1.62053], [-0.27776, 1.04185, -2.08396], [-0.50231, -0.08026, -3.14626], [-0.68327, -1.39156, -2.71060], [-0.05274, -2.33357, -3.49162], [0.28383, -1.99260, -4.78814], [-0.53499, -0.97381, -5.22205], [-0.49729, 0.20434, -4.50012], [3.27689, -3.62649, -2.88246], [2.54699, -2.31024, -1.90566], [3.78321, -3.35097, -1.22483], [3.97019, -1.36429, -4.42304], [3.10974, -0.61790, -3.09768], [5.58322, 0.16904, -4.41010], [5.94605, -0.14203, -2.74489], [5.48917, 2.16181, -2.82513], [4.28722, 2.04175, -4.05237], [3.75797, 2.58181, -1.45008], [3.67145, 0.84884, -1.31397], [1.83556, 2.75859, -2.74897], [2.15211, 1.17548, -3.50615], [1.54542, -0.00656, -1.51685], [1.27984, 1.49293, -0.64516], [-0.50284, 2.03962, -2.44767], [-0.89392, 0.80706, -1.21688], [0.18675, -3.42757, -3.11056], [-1.29539, -1.11177, -6.12140], [2.81447, -8.33441, -1.43250], [1.48204, -8.34594, -0.94968], [1.10798, -7.14374, -0.29684], [0.31062, -6.22849, -1.20125], [1.07814, -5.76622, -2.30190], [0.83654, -6.48644, -3.49833], [2.91228, -9.14763, -2.14995], [3.05864, -7.39381, -1.93033], [3.51948, -8.50417, -0.61160], [1.99154, -6.62414, 0.08668], [0.48343, -7.42059, 0.55803], [0.00680, -5.34710, -0.62743], [-0.59530, -6.73254, -1.55127], [-0.10367, -6.15988, -3.95678], [0.79729, -7.56326, -3.32338], [1.65353, -6.27040, -4.18540], [-5.23519, 1.88038, 3.39710], [-5.28532, 2.66891, 2.21837], [-4.03764, 3.24405, 1.86802], [-3.33086, 2.45488, 0.78672], [-2.96598, 1.15603, 1.22731], [-3.86559, 0.14415, 0.80937], [-6.12964, 1.26164, 3.42390], [-4.35690, 1.23220, 3.42028], [-5.23370, 2.52713, 4.28153], [-3.39700, 3.33953, 2.75007], [-4.24098, 4.25057, 1.48895], [-2.40400, 2.97339, 0.52151], [-3.95314, 2.39350, -0.11149], [-3.69126, -0.11134, -0.24200], [-4.90658, 0.44691, 0.93926], [-3.67726, -0.73795, 1.41941], [7.82811, 2.31429, -0.56698], [7.22567, 3.57460, -0.81236], [6.34313, 3.97253, 0.22406], [6.98730, 4.95604, 1.17764], [8.06994, 4.37796, 1.88919], [9.33804, 4.69677, 1.34361], [8.68204, 2.21553, -1.23554], [8.17602, 2.21910, 0.46328], [7.11723, 1.50888, -0.78533], [5.97413, 3.09610, 0.76607], [5.48533, 4.45942, -0.25151], [6.24313, 5.26387, 1.91849], [7.31682, 5.84887, 0.63733], [9.63092, 5.71361, 1.62705], [9.34615, 4.60984, 0.25518], [10.06146, 3.99602, 1.75756], [-9.02060, 1.63458, 3.73570], [-8.35791, 1.37177, 4.96213], [-8.50294, 2.42190, 5.90549], [-9.58042, 2.12618, 6.92700], [-10.86871, 2.05185, 6.33773], [-11.30243, 0.72517, 6.09455], [-9.11048, 0.69289, 3.19565], [-10.01927, 2.04685, 3.89081], [-8.43007, 2.33077, 3.12949], [-8.70804, 3.36873, 5.39700], [-7.54582, 2.52159, 6.42741], [-9.60576, 2.94246, 7.65529], [-9.35086, 1.20070, 7.46402], [-11.64740, 0.25980, 7.02432], [-10.51168, 0.11243, 5.65693], [-12.13691, 0.77307, 5.39663]], "forces_ev_per_a": [[0.4, -0.2, 0.0], [-0.2, 0.3, 0.2], [0.2, -0.4, 0.1], [-0.4, 0.0, -0.8], [0.7, -0.1, 0.8], [-0.4, 0.7, -0.6], [0.4, -1.1, 0.6], [0.0, 0.5, -0.2], [0.2, -0.4, 0.2], [-0.2, 1.2, 0.5], [0.5, -0.1, -0.2], [0.2, -0.4, 0.0], [-0.7, -0.4, -0.1], [0.4, 0.6, -0.5], [-0.4, -0.9, 0.1], [-0.2, 0.0, -0.1], [-0.1, 0.1, -0.1], [0.1, -0.1, 0.1], [-0.1, -0.1, -0.1], [-0.1, 0.2, 0.1], [0.3, 0.0, -0.1], [0.0, 0.0, 0.3], [0.2, 0.1, -0.1], [-0.3, 0.0, -0.1], [0.1, 0.1, 0.2], [0.1, -0.3, 0.0], [-0.1, 0.2, -0.2], [-0.2, 0.3, -0.4], [0.0, -0.2, 0.2], [0.0, 0.0, 0.2], [-0.2, 0.1, -0.1], [-0.2, 0.1, 0.1], [0.0, 0.0, 0.2], [0.2, 0.0, -0.2], [0.0, -0.1, 0.1], [0.0, 0.1, -0.1], [-0.1, -0.2, 0.0], [0.1, 0.2, 0.0], [0.1, -0.2, 0.0], [0.0, 0.1, 0.0], [0.0, 0.0, 0.0], [0.0, 0.0, 0.0], [0.0, 0.0, 0.0], [0.0, 0.0, 0.0], [0.0, 0.0, 0.0], [0.0, 0.0, 0.0], [0.0, 0.0, 0.0], [0.0, -0.1, 0.0], [0.0, 0.0, 0.0], [0.0, 0.1, 0.0], [-0.1, 0.1, 0.0], [0.1, -0.1, 0.0], [-0.2, 0.1, -0.1], [0.3, -0.1, 0.1], [-0.1, 0.0, 0.0], [0.1, 0.0, 0.0], [0.0, 0.0, 0.0], [0.0, 0.0, 0.0], [0.0, -0.1, 0.0], [0.0, 0.0, 0.0], [0.0, 0.0, 0.0], [0.0, 0.0, 0.0], [0.0, 0.0, 0.0], [-0.1, 0.0, 0.0], [0.0, 0.0, 0.0], [0.0, 0.0, 0.0], [-0.1, -0.1, -0.2], [0.1, -0.1, 0.2], [-0.1, 0.1, -0.2], [0.0, -0.1, 0.2], [0.0, 0.0, -0.1], [0.0, 0.0, 0.1], [0.0, 0.0, 0.0], [0.0, 0.0, 0.0], [0.0, 0.0, 0.1], [0.0, 0.0, 0.1], [0.0, 0.0, 0.0], [0.0, 0.0, 0.0], [0.0, 0.0, 0.0], [0.0, 0.0, -0.1], [0.0, 0.0, 0.0], [0.0, 0.0, 0.0], [0.1, 0.0, -0.1], [-0.2, 0.0, 0.0], [0.2, -0.2, 0.0], [-0.2, 0.2, 0.0], [0.1, -0.1, -0.1], [-0.1, 0.0, 0.1], [0.1, 0.0, 0.0], [0.0, 0.0, 0.0], [-0.1, 0.0, 0.0], [0.0, 0.0, 0.0], [0.0, 0.0, 0.0], [0.0, 0.0, 0.0], [0.0, 0.0, 0.0], [0.0, -0.1, 0.0], [0.0, 0.0, 0.0], [0.0, 0.0, 0.0]], "fmax_ev_per_a": 1.32, "total_charge": 0, "e_lumo_ha": 0.0203, "total_energy_ha": -1927.323634, "e_homo_ev": -9.27, "orbital_gap_ev": 9.820}